(1)
{"formula": "C41H101N15O5P4", "method": "ωB97M-V with the def2-TZVPD basis set", "elements": ["C", "N", "C", "P", "O", "N", "C", "C", "N", "C", "C", "H", "H", "H", "H", "H", "H", "H", "H", "H", "H", "H", "H", "H", "H", "H", "H", "H", "H", "C", "N", "C", "P", "O", "N", "C", "C", "N", "C", "C", "H", "H", "H", "H", "H", "H", "H", "H", "H", "H", "H", "H", "H", "H", "H", "H", "H", "H", "C", "N", "C", "P", "O", "N", "C", "C", "N", "C", "C", "H", "H", "H", "H", "H", "H", "H", "H", "H", "H", "H", "H", "H", "H", "H", "H", "H", "H", "C", "N", "C", "P", "O", "N", "C", "C", "N", "C", "C", "H", "H", "H", "H", "H", "H", "H", "H", "H", "H", "H", "H", "H", "H", "H", "H", "H", "H", "C", "C", "C", "C", "C", "C", "C", "C", "C", "N", "O", "H", "H", "H", "H", "H", "H", "H", "H", "H", "H", "H", "H", "H", "H", "H", "H", "H", "H", "H", "C", "C", "C", "N", "C", "H", "H", "H", "H", "H", "C", "C", "C", "N", "C", "H", "H", "H", "H", "H"], "positions_angstrom": [[5.22057, 1.14595, 4.10901], [4.91745, 1.01567, 2.67241], [4.28931, 2.19404, 2.04024], [5.35192, -0.34018, 1.85853], [6.05192, -1.29072, 2.75201], [3.98704, -0.92756, 1.06445], [3.34494, -0.24102, -0.04393], [3.37505, -2.18003, 1.42321], [6.20919, 0.30230, 0.56104], [6.58136, -0.71231, -0.42673], [7.31475, 1.22792, 0.82620], [5.72432, 2.08785, 4.34336], [5.88058, 0.32887, 4.48522], [4.33367, 1.15220, 4.75061], [4.33623, 2.11330, 0.93984], [4.77914, 3.14562, 2.24037], [3.28147, 2.20518, 2.41932], [4.07084, 0.03351, -0.84348], [2.74503, -0.97636, -0.55852], [2.68559, 0.55039, 0.29340], [2.37119, -2.06925, 1.85009], [3.28542, -2.70867, 0.47170], [3.98161, -2.76447, 2.12653], [7.16405, -1.49229, 0.05304], [5.72676, -1.24876, -0.86409], [7.12304, -0.24194, -1.22353], [6.91757, 1.93364, 1.52369], [7.44833, 1.81021, -0.10899], [8.29608, 0.75841, 1.15520], [-5.38056, -0.28766, -0.18491], [-4.49513, -1.44554, -0.30767], [-4.37309, -2.24050, 0.93579], [-4.82718, -2.22030, -1.74223], [-6.23886, -2.66307, -1.93450], [-4.31979, -1.18143, -2.93015], [-3.06231, -0.44731, -2.90769], [-5.01353, -1.00108, -4.20089], [-3.71133, -3.51701, -1.85810], [-4.28597, -4.83766, -2.11514], [-2.29385, -3.46141, -2.21512], [-4.92368, 0.41387, 0.51660], [-6.37829, -0.57864, 0.10860], [-5.38097, 0.23810, -1.14363], [-3.85086, -3.14527, 0.66254], [-5.40754, -2.43809, 1.24611], [-3.88963, -1.71288, 1.76114], [-2.52466, -0.54430, -1.97446], [-2.38994, -0.81711, -3.70366], [-3.22911, 0.62258, -3.19242], [-5.04965, 0.04696, -4.55545], [-4.50641, -1.53662, -4.98830], [-6.00486, -1.38836, -4.15362], [-3.75111, -5.58956, -1.52846], [-5.29302, -4.89133, -1.72337], [-4.19887, -5.08727, -3.19219], [-1.86790, -2.57895, -1.69729], [-2.08676, -3.52406, -3.29723], [-1.69554, -4.18892, -1.65777], [-2.07599, -5.84735, 0.57231], [-1.10829, -5.84455, 1.74743], [0.26603, -6.05028, 1.49414], [-1.79086, -5.14442, 3.07624], [-2.07421, -3.65673, 3.05898], [-3.22151, -6.00447, 3.37282], [-3.31558, -7.49086, 3.47205], [-4.27084, -5.36310, 4.11364], [-0.66279, -5.60866, 4.33097], [-0.59954, -4.61309, 5.40154], [-0.36186, -6.96003, 4.72822], [-3.06836, -5.93016, 1.00758], [-1.84123, -6.84225, 0.05850], [-1.85993, -5.08485, -0.14732], [0.39098, -7.10582, 1.27055], [0.85247, -5.86144, 2.38535], [0.71674, -5.40608, 0.71938], [-4.23011, -7.73289, 2.97068], [-2.51410, -7.94070, 2.84550], [-3.36290, -7.78851, 4.49117], [-5.26229, -5.71343, 3.79018], [-4.10314, -5.37580, 5.18266], [-4.21191, -4.31617, 3.81615], [0.12127, -5.04185, 6.09113], [-0.21505, -3.68891, 5.01927], [-1.53269, -4.53278, 5.94196], [-0.26840, -7.58462, 3.83869], [-1.11399, -7.53551, 5.33839], [0.57051, -6.94018, 5.30111], [-1.22021, 4.15567, -0.94193], [-0.91323, 4.92647, 0.27063], [-1.77105, 6.08576, 0.51319], [0.52908, 4.64498, 1.05028], [1.14485, 3.29193, 0.74397], [1.54893, 5.83262, 0.48849], [2.58999, 5.60397, -0.50227], [1.21261, 7.29915, 0.72157], [0.28054, 5.06960, 2.65461], [-0.78053, 4.36065, 3.44366], [1.46796, 5.31063, 3.46309], [-1.54053, 4.86609, -1.70649], [-1.94204, 3.33439, -0.81873], [-0.27785, 3.70869, -1.26543], [-1.49891, 6.55099, 1.44482], [-2.80970, 5.75174, 0.43787], [-1.62451, 6.84924, -0.25789], [3.55406, 6.02746, -0.30337], [2.82635, 4.54002, -0.56696], [2.31197, 5.86803, -1.53001], [2.16933, 7.78621, 0.93091], [0.79389, 7.83579, -0.15753], [0.58756, 7.43296, 1.58119], [-0.86894, 4.90096, 4.41354], [-1.77098, 4.47539, 3.00955], [-0.52563, 3.33985, 3.67613], [2.02762, 6.19970, 3.18992], [2.17686, 4.48977, 3.34772], [1.17553, 5.32159, 4.48540], [1.82018, 4.12642, -4.94009], [2.05328, 2.95947, -5.91259], [1.92580, 3.51794, -7.35996], [3.56786, 2.32449, -5.85032], [3.73957, 1.53600, -4.61652], [2.77809, 0.33627, -4.70722], [1.33492, 0.88812, -4.66995], [0.31681, -0.20302, -4.94906], [1.01083, 1.48026, -3.23823], [1.15165, 1.81813, -5.85159], [-0.15166, 2.47193, -5.66739], [0.78973, 4.45218, -5.16383], [1.89857, 3.89219, -3.88231], [2.48922, 4.90525, -5.26897], [2.21109, 2.75717, -8.08530], [0.89287, 3.87091, -7.63599], [2.56979, 4.43562, -7.39136], [3.69237, 1.74414, -6.76043], [4.22116, 3.21342, -5.87090], [4.66003, 1.01755, -4.56903], [3.52519, 2.17035, -3.72871], [2.91806, -0.25281, -3.81140], [2.98180, -0.28761, -5.57678], [0.52698, -1.10560, -4.40738], [0.40910, -0.43486, -6.02214], [-0.72262, 0.11647, -4.77724], [1.83984, 2.00244, -2.79672], [0.81253, 0.65118, -2.53850], [0.16817, 2.14557, -3.34069], [-0.66573, 2.05407, -6.35745], [-4.79142, 1.80541, 3.23852], [-4.10885, 2.79333, 2.39486], [-3.02932, 2.15307, 1.87075], [-2.93369, 0.92555, 2.34310], [-3.99135, 0.68137, 3.21653], [-5.78532, 2.04544, 3.62850], [-4.42517, 3.82878, 2.19229], [-2.18733, 2.40638, 1.24090], [-2.26534, 0.23650, 1.97748], [-4.16402, -0.30213, 3.64416], [-0.30565, -0.95190, 2.50138], [-0.91990, -1.20064, 1.24106], [-0.53415, -0.18854, 0.37948], [0.26969, 0.62954, 1.08952], [0.48603, 0.14473, 2.35025], [-0.35288, -1.64241, 3.30537], [-1.59107, -2.01456, 0.91936], [-0.90334, 0.08992, -0.61711], [0.58066, 1.58018, 0.81159], [1.11751, 0.71289, 2.99808]], "forces_ev_per_angstrom": [[0.3500, -0.3702, 0.2887], [0.6841, 1.2728, 1.1863], [0.3680, -1.1027, -0.3225], [-0.5096, 0.2513, -0.5718], [-0.4798, -0.0991, -0.4281], [1.2587, 0.4130, 0.5116], [0.6955, -0.4166, -0.5536], [-0.0896, -0.5489, -0.0262], [0.2323, -0.7471, -0.2403], [-0.5683, -0.5118, 0.3234], [0.0058, -0.2291, -0.8659], [0.1451, 0.1145, -0.3529], [-0.5853, 0.5141, -0.6512], [-0.2796, -0.1495, -0.2492], [-0.3793, -0.2444, 0.5400], [0.2963, -0.0258, 0.5629], [-0.6724, 0.5362, -0.3135], [-0.3706, 0.5242, 0.8141], [-0.5911, -0.2914, -0.0237], [0.1051, 0.3622, -0.2839], [0.0397, 0.1383, -0.0383], [-0.1785, -0.6245, 0.2034], [0.0136, 0.2951, -0.2607], [0.5632, -0.1601, -0.0954], [-0.0089, 0.4466, 0.1951], [0.4214, 0.1691, -0.4297], [0.3067, 0.4421, 0.8402], [0.3741, -0.3882, 0.4011], [-1.2098, 0.4597, -0.2689], [1.1177, 0.6829, -0.0144], [0.4883, 0.0379, -0.1498], [-1.0466, 0.4294, -0.8293], [0.5722, -1.2408, -0.7440], [1.0882, 0.1820, 0.0245], [-0.0012, 1.4113, -0.2450], [0.0562, 0.3092, -1.0384], [0.3212, 0.1302, 0.0828], [-0.6391, -0.6811, 0.4059], [0.4456, -0.0131, 0.1769], [-0.0672, 1.2959, 1.3798], [-0.2906, -0.0597, 0.2687], [-0.4196, 0.0377, 0.1381], [-0.3419, -0.1015, 0.0737], [0.1402, -0.3192, 0.3870], [0.1703, -0.4703, 0.2971], [0.2263, 0.0555, -0.4619], [-0.2067, 0.1742, 0.2685], [-0.1477, -0.1031, 0.2425], [0.0107, -0.5646, 0.5977], [0.0321, -0.2034, 0.6289], [0.3750, -0.3739, -0.4269], [-0.7765, -0.2294, 0.2143], [0.3143, -0.0699, -0.2111], [-0.3765, 0.1634, -0.4994], [-0.3737, -0.0851, 0.4659], [-0.1585, 0.1506, -1.0315], [-0.0285, 0.1971, 0.3783], [-0.4496, -0.6424, -0.5838], [2.1603, -3.0477, 0.8733], [-2.9964, 0.9152, -0.5306], [1.1394, -0.1303, 0.0003], [0.5749, 0.2963, 1.8711], [0.4823, -2.2463, 0.1697], [0.7269, -0.9431, -0.4475], [1.0189, 1.6840, -1.9939], [-0.0893, 1.4537, -0.9012], [-1.2197, 1.5036, -1.2679], [0.5777, -1.4305, 0.0804], [-0.6115, -0.8107, -0.0766], [-0.1395, 0.5014, -0.5084], [-0.5585, 1.1528, 0.3579], [-0.2992, 0.6844, 0.0813], [0.4155, -0.1879, -0.5033], [-0.0477, 0.0772, 0.2813], [-0.4484, -0.2482, -0.0286], [-0.7599, -0.4649, -0.1181], [-0.3016, 0.0877, 0.8856], [0.2744, -0.5869, 0.8358], [0.2729, -0.2016, 0.4116], [-0.3221, -0.4098, 0.4836], [-0.2696, 0.1733, 0.2030], [0.2391, 0.3402, 0.3838], [-0.1635, 0.6235, -0.0099], [-0.3688, 0.4516, 0.1366], [0.4054, 0.0293, -0.0497], [0.2684, 0.9194, -0.1542], [-0.0092, -0.2160, -0.2107], [0.8294, 0.1873, 0.2038], [-0.5659, -0.9138, 0.5678], [0.3219, -0.5177, -0.7373], [0.6096, -0.3132, -0.6776], [-0.9981, 1.4493, 0.3160], [0.3437, 1.8808, 0.4417], [-0.4211, -1.3562, -0.5437], [1.3015, -1.0439, -0.9818], [-0.9938, -0.3316, -0.2459], [0.2309, 1.6791, 0.4152], [0.7841, -0.7031, -0.8854], [-0.1579, -0.2196, -0.1141], [-0.0690, 0.4289, 0.1504], [-0.1743, -0.1203, -0.2553], [-0.3527, -0.0363, 0.5255], [-0.0181, 0.2390, 0.4682], [0.0250, -0.0275, -0.1624], [0.3652, 0.8934, 0.5757], [-0.3614, -0.1287, 0.2231], [-0.2358, 0.3486, 0.1499], [-0.0648, 0.0820, 0.0685], [0.0044, -0.6688, 0.3377], [-0.4206, -0.1199, 0.3455], [0.1996, -0.3196, -0.5536], [0.1762, -0.3963, -0.4192], [-0.0361, -0.5554, -0.1935], [-0.2894, 0.3267, -0.0434], [0.1773, -0.2237, 0.1244], [-0.1547, 0.3246, 0.8224], [-0.9043, -0.6227, -0.7749], [2.1988, -0.7160, -1.4234], [-0.3891, 1.2410, 0.4922], [-1.7726, 2.5395, -0.3880], [-1.0960, -1.0918, 0.1939], [-1.0049, 1.3965, 0.8597], [-0.5527, -0.0498, 0.3013], [-0.2489, 0.0474, -1.0425], [0.3978, -0.8454, -0.9469], [-0.4521, 0.6979, 1.7602], [0.2525, -0.8238, -0.1852], [0.4512, 0.1303, 0.4214], [0.2119, 0.0604, -0.0110], [0.3300, 0.3966, 0.3627], [0.2012, 0.1730, -0.0170], [0.8416, -0.4266, 0.5631], [-0.3090, -0.8878, -0.4544], [0.1744, -0.1176, -0.0237], [-0.0042, -0.3849, -0.1943], [1.6431, 0.2984, 0.3409], [0.4936, -0.6515, -0.4363], [-0.0989, -0.4834, 0.2224], [-0.0534, 0.1203, -0.1468], [0.0185, -0.4287, 0.5189], [-0.1288, -0.1444, 0.2643], [0.4418, -0.0616, 0.1288], [0.3212, 0.4191, 0.0911], [-0.2615, 0.2007, -0.3797], [-0.3707, 0.0878, 0.2374], [-0.3166, -0.0629, -0.2077], [0.7660, 1.4288, -1.0466], [-1.1699, -0.0058, 0.4035], [1.2221, 1.2268, -0.9889], [-0.9050, -2.1775, 1.4753], [-0.4081, -0.1728, -0.5435], [0.6502, -0.6709, 0.3408], [0.1789, -0.7729, 0.1505], [-0.3398, 0.7559, -0.1883], [-0.3524, 0.2713, 0.5375], [0.2021, 0.2962, -0.0829], [0.2375, -1.1462, -0.7053], [-0.5812, -0.5848, -1.0278], [-0.8371, 0.0133, 0.0540], [1.0002, 1.4927, -0.2144], [-0.5985, 0.7743, -0.5601], [-0.0924, -0.2087, 0.6670], [0.5200, 0.4443, 0.6575], [0.4120, -0.2657, 0.5674], [-0.0802, -0.6274, 0.0931], [0.1843, -0.0245, 0.4218]], "smiles": "CN(C)P(=O)(N(C)C)N(C)C.CN(C)P(=O)(N(C)C)N(C)C.CN(C)P(=O)(N(C)C)N(C)C.CN(C)P(=O)(N(C)C)N(C)C.CC1(C)CCCC(C)(C)N1O.c1cc[nH]c1.c1cc[nH]c1", "largest_force_ev_per_a": 3.84, "charge": 0, "homo_lumo_gap_ev": 8.45, "e_homo_ev": -8.0}


(2)
{"formula": "C4H6N2O", "method": "ωB97M-V with the def2-TZVPD basis set", "elements": ["N", "C", "C", "O", "N", "C", "C", "H", "H", "H", "H", "H", "H"], "positions_angstrom": [[1.71022, -0.80726, 0.46311], [0.34920, -0.29976, 0.53882], [0.03182, 0.70850, -0.52124], [0.86024, 1.54495, -1.11507], [-1.25119, 0.69185, -0.69132], [-1.82382, -0.42824, 0.10612], [-0.89777, -1.13460, 0.78001], [1.75162, -1.51631, -0.26490], [1.85817, -1.33189, 1.32248], [1.75666, 1.30166, -0.81599], [-1.76025, 1.37792, -1.23416], [-2.90263, -0.50773, 0.03664], [0.31772, 0.40091, 1.39550]], "forces_ev_per_angstrom": [[-0.1489, -0.2213, -0.1074], [0.1645, 0.2139, 0.0155], [-0.3487, -0.1405, 0.1337], [0.0659, -0.1320, 0.1443], [0.2095, 0.1014, -0.0016], [-0.0931, -0.1536, 0.1140], [-0.1108, 0.4639, -0.2546], [-0.0507, 0.0207, 0.0168], [0.1738, 0.1610, -0.0694], [-0.1010, -0.0025, -0.0492], [0.0750, -0.1178, -0.0557], [0.1681, -0.0540, -0.0621], [-0.0037, -0.1391, 0.1759]], "largest_force_ev_per_a": 0.54, "charge": 0, "homo_lumo_gap_ev": 7.82, "e_homo_ev": -7.4}


(3)
{"formula": "C3H8OS2", "method": "ωB97M-V with the def2-TZVPD basis set", "elements": ["O", "C", "C", "S", "C", "S", "H", "H", "H", "H", "H", "H", "H", "H"], "positions_angstrom": [[0.94988, -1.53996, -0.34700], [-0.05307, -0.65588, 0.18083], [0.59781, 0.67016, 0.63519], [2.13645, 0.44411, 1.59028], [-1.23403, -0.16838, -0.74768], [-0.72665, 0.36005, -2.42646], [1.64309, -1.61372, 0.23110], [-0.48736, -1.13394, 0.99865], [-0.08162, 1.28957, 1.17550], [0.94879, 1.30670, -0.18042], [1.53304, -0.19752, 2.62101], [-2.11816, -0.84546, -0.95170], [-1.56618, 0.66885, -0.17885], [-1.54199, 1.41542, -2.60045]], "forces_ev_per_angstrom": [[-4.1678, 0.6198, -3.1756], [1.3036, 1.3705, -1.8306], [1.1983, -0.3131, -0.1343], [-0.5740, -0.2906, 0.4506], [-0.0923, -1.6449, -0.7893], [0.5124, 0.0672, 0.0025], [2.6633, 0.0348, 2.4772], [-0.9708, -0.7091, 1.6087], [-0.5702, 0.2410, 0.6569], [-0.2299, -0.4291, -0.3994], [0.3148, 0.1959, -0.1368], [1.3028, 0.3166, 0.8806], [-0.6780, 0.7031, 0.0867], [-0.0122, -0.1622, 0.3026]], "smiles": "OC(CS)CS", "largest_force_ev_per_a": 5.28, "charge": 0, "homo_lumo_gap_ev": 9.82, "e_homo_ev": -9.1}